This record from OMol25 describes 4 unconnected molecules or ions with the total composition C23H43N8O. The level of theory is wB97M-V/def2-TZVPD.

Last column: Löwdin charge in e.
Atoms and positions in Å:
O1 2.630 0.898 -1.432  -0.126
N1 -1.806 1.542 -4.288  0.149
N2 4.013 -3.995 1.467  0.102
N3 -1.253 -2.399 -3.331  0.126
N4 -3.301 0.029 -2.734  0.054
N5 -1.245 0.750 -1.828  0.020
N6 -6.346 -0.953 0.710  0.042
N7 -2.122 2.864 -1.269  0.070
N8 2.583 0.848 3.145  0.092
C1 4.442 -2.875 1.079  -0.172
C2 -1.983 -3.254 -2.760  -0.140
C3 -1.118 3.557 1.138  -0.073
C4 6.430 -1.645 0.210  -0.274
C5 0.146 1.344 -1.870  -0.124
C6 -2.863 -4.285 -2.071  -0.184
C7 7.325 -2.093 1.361  -0.114
C8 1.447 3.264 5.557  -0.270
C9 -2.063 -5.566 -1.826  -0.265
C10 2.676 1.627 4.132  -0.154
C11 -2.037 3.726 -0.207  -0.245
C12 4.959 -1.524 0.612  -0.205
C13 2.788 2.566 5.322  -0.186
C14 -2.070 0.857 -3.128  -0.129
C15 -1.553 -6.202 -3.116  -0.107
C16 -2.229 1.418 -0.843  -0.245
C17 -5.422 -1.218 -0.305  -0.178
C18 1.041 -0.894 -0.610  -0.065
C19 -3.579 0.549 -1.311  -0.206
C20 0.997 4.103 4.365  -0.119
C21 -3.872 -0.678 -0.217  -0.115
C22 -2.929 5.133 -0.318  -0.057
C23 1.356 0.201 -1.810  -0.314
H1 -4.478 1.294 -1.408  0.159
H2 1.556 -0.296 -2.863  0.161
H3 -1.208 -5.352 -1.174  0.117
H4 2.057 -1.397 -0.284  0.076
H5 7.259 -1.396 2.204  0.078
H6 0.343 -1.750 -1.013  0.065
H7 3.072 1.990 6.209  0.118
H8 -1.441 1.103 -5.166  0.149
H9 -2.830 -0.897 -2.581  0.047
H10 -1.014 -7.129 -2.895  0.081
H11 1.742 4.870 4.122  0.083
H12 6.533 -2.357 -0.618  0.114
H13 -3.814 5.180 0.445  0.099
H14 -0.860 -5.541 -3.645  0.071
H15 -0.661 2.467 1.257  0.079
H16 6.782 -0.674 -0.156  0.110
H17 -0.226 4.317 1.137  0.103
H18 7.054 -3.092 1.718  0.071
H19 -2.168 1.120 0.286  0.149
H20 -2.697 -6.289 -1.300  0.117
H21 0.575 -0.388 0.361  0.093
H22 -3.119 -1.553 -0.484  0.107
H23 0.372 1.979 -2.846  0.140
H24 1.530 3.912 6.436  0.114
H25 4.363 -1.187 -0.243  0.087
H26 -3.276 5.242 -1.454  0.095
H27 -1.943 2.597 -4.319  0.161
H28 -2.383 -6.443 -3.790  0.082
H29 0.381 2.081 -0.964  0.134
H30 0.051 4.605 4.589  0.075
H31 2.616 1.118 -0.453  0.101
H32 3.576 3.302 5.128  0.119
H33 4.839 -0.793 1.419  0.107
H34 -3.646 -0.371 0.889  0.123
H35 -2.127 6.003 -0.168  0.095
H36 0.673 2.519 5.778  0.115
H37 -1.755 3.776 2.121  0.109
H38 -5.753 -1.858 -1.238  0.120
H39 -7.269 -1.389 0.450  0.044
H40 -3.217 -3.876 -1.119  0.100
H41 8.369 -2.138 1.035  0.075
H42 -3.736 -4.490 -2.699  0.124
H43 0.835 3.486 3.475  0.044

Results
LUMO level in eV: -4.8
Kohn-Sham gap in eV: 7.56
Molecular weight in g/mol: 447.65
Electronic energy in eV: -38499.1802
Multiplicity: 1
Net charge: +1
HOMO energy in eV: -12.4